# C17H20F3NO3

A single C17H20F3NO3 molecule (ωB97M-V/def2-TZVPD, the Open Molecules 2025 dataset).

Geometry (Å):
F  7.01  -0.33  -1.07
H  -4.22  -0.11  -0.71
H  1.69  1.84  -1.21
C  0.96  0.29  0.87
H  3.16  2.02  1.05
C  5.09  -0.63  0.27
C  -1.74  1.39  -1.24
N  -1.87  1.11  0.17
C  -4.19  -1.78  0.67
C  2.42  0.03  0.67
H  -1.15  1.58  2.03
H  -4.88  -1.30  1.38
H  -2.43  0.77  -1.82
H  -0.22  1.39  -2.77
H  -6.58  -3.14  -1.10
H  -5.96  -1.50  -1.42
H  -6.75  -1.87  0.14
C  -0.30  1.15  -1.71
C  0.66  2.02  -0.90
H  -2.81  -1.18  -0.87
H  1.09  2.40  1.19
H  -1.24  2.97  0.90
H  0.43  3.07  -1.07
C  2.79  -1.28  0.37
H  4.39  -2.63  -0.08
O  -2.83  0.19  1.97
H  2.02  -2.03  0.30
H  -0.05  0.10  -1.58
O  0.22  -0.61  1.18
C  -3.49  -0.69  -0.16
H  -2.00  2.44  -1.42
F  7.32  -0.52  1.04
O  -4.88  -2.72  -0.12
C  4.11  -1.61  0.16
H  5.51  1.43  0.68
F  6.78  -2.25  -0.12
H  -3.45  -2.34  1.23
C  3.41  1.01  0.79
C  6.54  -0.94  0.03
C  4.74  0.68  0.59
C  0.48  1.71  0.60
C  -6.10  -2.27  -0.65
C  -0.99  1.90  1.00
C  -2.70  0.23  0.76

Values from the calculation:
* E_LUMO: -0.2 eV
* orbital gap: 8.892 eV
* charge: 0
* SMILES string: COCCC(=O)N1CCC[C@H](C(=O)c2ccc(C(F)(F)F)cc2)C1
* E_HOMO: -9.0928 eV
* relative energy (zero: lowest compared OMol25 entry of this formula, charge and spin): 0.0 kJ/mol

Electronic structure analysis, natural (NBO) charges in units of e: atom 1 (F): -0.32, atom 2 (H): 0.22, atom 3 (H): 0.22, atom 4 (C): 0.59, atom 5 (H): 0.22, atom 6 (C): -0.13, atom 7 (C): -0.21, atom 8 (N): -0.45, atom 9 (C): -0.05, atom 10 (C): -0.17, atom 11 (H): 0.26, atom 12 (H): 0.18, atom 13 (H): 0.22, atom 14 (H): 0.22, atom 15 (H): 0.19, atom 16 (H): 0.16, atom 17 (H): 0.16, atom 18 (C): -0.41, atom 19 (C): -0.40, atom 20 (H): 0.22, atom 21 (H): 0.23, atom 22 (H): 0.19, atom 23 (H): 0.21, atom 24 (C): -0.11, atom 25 (H): 0.23, atom 26 (O): -0.63, atom 27 (H): 0.23, atom 28 (H): 0.21, atom 29 (O): -0.52, atom 30 (C): -0.54, atom 31 (H): 0.18, atom 32 (F): -0.32, atom 33 (O): -0.53, atom 34 (C): -0.19, atom 35 (H): 0.23, atom 36 (F): -0.32, atom 37 (H): 0.20, atom 38 (C): -0.18, atom 39 (C): 0.97, atom 40 (C): -0.18, atom 41 (C): -0.33, atom 42 (C): -0.25, atom 43 (C): -0.22, atom 44 (C): 0.71

# C20H30F3O16V

C20H30F3O16V as an isolated structure at a distorted geometry (ωB97M-V/def2-TZVPD, the Open Molecules 2025 dataset).

Geometry (Å):
C  -0.32  0.17  0.04
H  0.02  -2.61  -2.06
H  0.83  -0.43  -1.71
O  1.72  -1.84  6.21
F  -1.52  -3.33  3.30
C  -4.25  3.55  0.08
C  0.29  -3.65  -1.90
O  1.28  -4.97  -4.93
H  2.74  -3.48  5.93
C  3.57  4.85  -0.20
H  -3.22  3.74  0.36
O  3.78  4.02  -4.52
C  -4.35  3.53  -1.46
H  3.92  5.84  -0.49
H  -3.29  5.38  -0.96
H  -1.74  -3.34  -2.63
C  2.96  -2.09  4.40
O  -0.73  -1.28  0.35
H  -2.76  -5.55  -2.38
C  -3.50  4.81  -1.87
H  -0.83  0.14  -2.02
H  0.58  0.31  0.64
C  -1.90  -5.31  -1.74
C  1.62  4.52  -1.93
O  -3.63  2.53  -2.12
H  -4.40  2.55  0.49
H  -5.41  3.56  -1.71
O  -2.71  -1.12  1.47
H  -1.33  -6.21  -1.51
C  -1.37  -1.47  1.68
V  -3.98  -1.62  -0.33
C  3.21  4.09  -3.45
O  3.81  3.97  -2.33
F  -1.10  -3.76  1.21
H  1.39  5.52  -1.56
C  -2.57  3.03  -2.70
H  1.39  -3.46  4.84
C  -0.90  -2.89  2.19
C  4.21  -2.88  3.89
H  2.83  2.98  -0.77
H  -1.08  0.94  0.21
H  2.93  4.79  0.68
H  4.51  4.43  0.15
H  0.56  1.23  -1.68
F  0.43  -2.98  2.50
O  -3.02  -1.83  -1.57
O  2.61  0.11  6.95
C  2.88  3.94  -1.28
C  2.10  -2.81  5.35
O  3.33  -0.97  5.08
O  -0.70  -4.56  -3.85
H  -4.15  5.46  -2.45
O  -4.99  -0.49  -0.80
C  0.06  0.30  -1.42
O  -2.32  4.28  -2.35
H  2.16  -1.85  3.70
H  -4.93  4.23  0.58
H  -2.20  -4.81  -0.82
C  2.59  -0.81  6.19
C  0.65  -4.62  -3.93
H  4.54  -3.58  4.66
H  3.93  -3.50  3.04
H  0.41  -4.09  -0.91
O  1.26  -4.03  -2.89
C  -1.07  -4.19  -2.50
O  -1.85  2.34  -3.41
H  -0.86  -0.86  2.42
O  2.00  4.60  -3.30
H  5.09  -2.37  3.48
H  0.79  3.89  -1.61

Values from the calculation:
* E_LUMO (alpha / beta): -7.5 / -9.9 eV
* multiplicity: 2
* orbital gap (alpha / beta): 4.600 / 2.231 eV
* charge: +1
* E_HOMO (alpha / beta): -12.1113 / -12.1113 eV

Electronic structure analysis, natural (NBO) charges in units of e: atom 1 (C): -0.08, atom 2 (H): 0.20, atom 3 (H): 0.23, atom 4 (O): -0.49, atom 5 (F): -0.29, atom 6 (C): -0.63, atom 7 (C): -0.12, atom 8 (O): -0.56, atom 9 (H): 0.17, atom 10 (C): -0.63, atom 11 (H): 0.20, atom 12 (O): -0.58, atom 13 (C): 0.06, atom 14 (H): 0.23, atom 15 (H): 0.19, atom 16 (H): 0.18, atom 17 (C): 0.07, atom 18 (O): -0.55, atom 19 (H): 0.23, atom 20 (C): -0.09, atom 21 (H): 0.23, atom 22 (H): 0.20, atom 23 (C): -0.63, atom 24 (C): -0.10, atom 25 (O): -0.48, atom 26 (H): 0.20, atom 27 (H): 0.20, atom 28 (O): -0.32, atom 29 (H): 0.23, atom 30 (C): 0.20, atom 31 (V): 1.60, atom 32 (C): 0.95, atom 33 (O): -0.46, atom 34 (F): -0.29, atom 35 (H): 0.20, atom 36 (C): 0.96, atom 37 (H): 0.20, atom 38 (C): 0.99, atom 39 (C): -0.64, atom 40 (H): 0.18, atom 41 (H): 0.19, atom 42 (H): 0.20, atom 43 (H): 0.23, atom 44 (H): 0.25, atom 45 (F): -0.29, atom 46 (O): -0.37, atom 47 (O): -0.55, atom 48 (C): 0.06, atom 49 (C): -0.09, atom 50 (O): -0.48, atom 51 (O): -0.48, atom 52 (H): 0.20, atom 53 (O): -0.36, atom 54 (C): -0.65, atom 55 (O): -0.46, atom 56 (H): 0.15, atom 57 (H): 0.24, atom 58 (H): 0.18, atom 59 (C): 0.97, atom 60 (C): 0.96, atom 61 (H): 0.22, atom 62 (H): 0.22, atom 63 (H): 0.20, atom 64 (O): -0.48, atom 65 (C): 0.09, atom 66 (O): -0.58, atom 67 (H): 0.28, atom 68 (O): -0.47, atom 69 (H): 0.25, atom 70 (H): 0.18

# H8O4

A 4-piece molecular cluster, H8O4 overall at a distorted geometry (ωB97M-V/def2-TZVPD, the Open Molecules 2025 dataset).

Geometry (Å):
H  -1.97  -0.82  0.51
O  1.10  0.14  0.12
H  2.39  2.62  2.13
O  -2.25  -0.09  1.07
H  1.74  -0.52  -0.14
O  -0.51  -1.42  -2.91
H  -0.47  -1.59  -1.96
O  1.46  2.42  1.97
H  -2.51  -0.51  1.89
H  -0.91  -2.20  -3.28
H  1.47  1.84  1.21
H  0.46  0.13  -0.60

Values from the calculation:
* E_LUMO (alpha / beta): -3.7 / -11.9 eV
* multiplicity: 2
* orbital gap (alpha / beta): 11.181 / 2.984 eV
* charge: +1
* E_HOMO (alpha / beta): -14.9206 / -14.9192 eV
* relative energy (zero: lowest compared OMol25 entry of this formula, charge and spin): 134.1 kJ/mol

Electronic structure analysis, natural (NBO) charges in units of e: atom 1 (H): 0.48, atom 2 (O): -0.92, atom 3 (H): 0.50, atom 4 (O): -0.72, atom 5 (H): 0.50, atom 6 (O): -0.93, atom 7 (H): 0.44, atom 8 (O): -0.35, atom 9 (H): 0.49, atom 10 (H): 0.49, atom 11 (H): 0.52, atom 12 (H): 0.50

# C4H8NO

An isolated ion of composition C4H8NO and charge +1 at a distorted geometry (ωB97M-V/def2-TZVPD, the Open Molecules 2025 dataset).

Geometry (Å):
C  1.31  0.33  -0.11
O  1.89  1.32  -0.24
H  -0.22  -1.10  0.20
H  3.18  -0.67  0.72
H  -2.84  -0.61  0.06
N  2.42  -0.90  0.00
C  -1.10  0.80  -0.09
C  -0.05  -0.10  0.00
H  2.02  -1.76  0.40
H  -1.00  1.89  -0.14
H  -3.04  0.66  -0.83
H  -2.87  0.83  0.96
C  -2.51  0.38  0.04
H  2.81  -1.07  -0.98

Values from the calculation:
* E_LUMO: -4.7 eV
* orbital gap: 10.094 eV
* charge: +1
* SMILES string: C/C=C/C([NH3+])=O
* E_HOMO: -14.8104 eV
* relative energy (zero: lowest compared OMol25 entry of this formula, charge and spin): 83.8 kJ/mol

Electronic structure analysis, natural (NBO) charges in units of e: atom 1 (C): 0.72, atom 2 (O): -0.43, atom 3 (H): 0.23, atom 4 (H): 0.46, atom 5 (H): 0.24, atom 6 (N): -0.83, atom 7 (C): 0.10, atom 8 (C): -0.45, atom 9 (H): 0.43, atom 10 (H): 0.24, atom 11 (H): 0.26, atom 12 (H): 0.26, atom 13 (C): -0.70, atom 14 (H): 0.46